Entry 1:
Density functional theory data (ωB97M-V with the def2-TZVPD basis set) for the molecule C3H5NO in a non-equilibrium geometry.

Each line ends with the natural charge from an NBO analysis.
Element x y z (Å)
O  0.6314  0.2400  -1.7471  -0.72
C  0.0143  0.6095  -0.5297  -0.05
C  -0.2973  -0.6739  0.2626  -0.54
C  -0.3786  -0.4791  1.7094  0.28
N  -0.3837  -0.3814  2.8617  -0.32
H  1.4131  0.7854  -1.8776  0.48
H  0.6454  1.2815  0.0656  0.18
H  -0.9178  1.1444  -0.7453  0.17
H  0.5038  -1.3982  0.0840  0.26
H  -1.2305  -1.1283  -0.0836  0.25

Cartesian forces, eV/Å:
O 0.184 0.073 -0.076
C -0.197 0.116 0.308
C 0.032 -0.086 -0.093
C 0.037 0.043 1.037
N -0.071 0.030 -1.082
H -0.108 -0.084 -0.050
H -0.034 -0.211 -0.099
H 0.089 -0.041 0.087
H -0.072 0.114 -0.038
H 0.140 0.046 0.005

The spin multiplicity is 1. As for the net charge: 0. The calculation puts the electronic energy at -6728.935 eV. The value obtained for the HOMO energy is -11.037 eV. The calculation puts the orbital gap at 0.4294 Ha.

---

Entry 2:
Density functional theory data (ωB97M-V with the def2-TZVPD basis set) for C40H43ClHfNO7PS2 as an isolated structure in a non-equilibrium geometry.

Each line ends with the Mulliken charge.
Element x y z (Å)
Hf  -0.0438  0.0830  -0.3014  0.99
N  -2.2435  0.1584  1.1163  -0.32
C  -2.2576  -1.2449  1.5781  -0.82
C  -1.3512  -2.0228  0.6160  0.71
O  -0.7608  -3.0301  0.9286  -0.71
O  -1.2499  -1.4374  -0.5407  -0.41
H  -2.5144  0.7664  1.8917  0.28
H  -2.9757  0.2688  0.4127  0.20
H  -3.2554  -1.6987  1.5714  0.45
H  -1.8563  -1.3326  2.5888  0.35
O  -1.2081  0.9617  -1.7330  -0.57
S  -2.4031  0.2156  -2.3568  0.29
C  -1.7958  -0.5779  -3.8942  0.64
C  -1.0808  0.3361  -4.8727  -1.21
C  0.3722  0.6380  -4.4973  0.36
C  1.3053  -0.5574  -4.6545  -1.12
S  1.7643  -1.3721  -3.0493  0.60
O  0.7350  -0.8503  -2.0458  -0.50
C  1.1692  -3.0388  -3.4493  0.90
C  1.9131  -3.7754  -4.3625  -0.87
C  1.5301  -5.0724  -4.6662  -0.74
C  0.4167  -5.6271  -4.0516  -0.56
C  -0.3098  -4.8932  -3.1288  -1.13
C  0.0729  -3.5967  -2.8129  0.13
C  -3.3257  1.5792  -3.0919  0.76
C  -4.6634  1.3726  -3.3921  -0.62
C  -5.4157  2.4317  -3.8707  -0.86
C  -4.8399  3.6852  -4.0138  -0.71
C  -3.4986  3.8778  -3.7195  -1.12
C  -2.7316  2.8202  -3.2596  0.06
H  -2.6984  -1.0004  -4.3369  0.90
H  -1.1532  -1.3886  -3.5557  -0.81
H  -1.6285  1.2762  -4.9590  0.33
H  -1.1009  -0.1323  -5.8601  0.63
H  0.4265  1.0190  -3.4718  -0.67
H  0.7223  1.4330  -5.1559  0.71
H  2.2676  -0.2338  -5.0457  0.56
H  0.8900  -1.3147  -5.3152  0.61
H  2.7798  -3.3371  -4.8324  0.53
H  2.1027  -5.6531  -5.3723  0.45
H  0.1183  -6.6366  -4.2893  0.44
H  -1.1685  -5.3310  -2.6423  0.49
H  -0.4735  -3.0331  -2.0691  0.30
H  -5.1083  0.4012  -3.2385  0.56
H  -6.4567  2.2801  -4.1038  0.46
H  -5.4408  4.5144  -4.3533  0.46
H  -3.0457  4.8492  -3.8400  0.56
H  -1.6937  2.9576  -2.9912  0.60
Cl  0.3641  0.5608  2.4514  -0.10
C  1.0566  2.1461  2.6693  0.59
C  1.9088  2.3804  3.7331  -0.49
C  2.4294  3.6537  3.9049  -0.72
C  2.1165  4.6603  3.0066  -0.81
C  1.2801  4.4058  1.9333  -0.40
C  0.7227  3.1404  1.7547  -0.85
P  -0.4247  2.7359  0.3819  2.93
C  -2.0058  3.4362  0.9980  0.23
C  -2.1220  4.2410  2.1260  -1.03
C  -3.3473  4.8002  2.4520  -0.84
C  -4.4550  4.5821  1.6497  -0.84
C  -4.3496  3.7696  0.5311  -0.84
C  -3.1356  3.1871  0.2179  0.20
C  0.0792  3.9969  -0.8411  0.46
C  -0.7578  5.0095  -1.3017  -0.59
C  -0.2863  5.9169  -2.2374  -0.66
C  1.0081  5.8198  -2.7207  -0.81
C  1.8443  4.8141  -2.2594  -0.82
C  1.3828  3.9024  -1.3293  -0.45
H  2.1562  1.5884  4.4216  0.55
H  3.0843  3.8535  4.7375  0.44
H  2.5271  5.6476  3.1396  0.47
H  1.0539  5.1929  1.2294  0.54
H  -1.2595  4.4463  2.7427  0.41
H  -3.4293  5.4260  3.3277  0.45
H  -5.3977  5.0444  1.8930  0.42
H  -5.2085  3.5974  -0.0989  0.53
H  -3.0461  2.5510  -0.6540  0.42
H  -1.7681  5.1011  -0.9302  0.51
H  -0.9317  6.7071  -2.5894  0.56
H  1.3704  6.5278  -3.4495  0.43
H  2.8558  4.7341  -2.6245  0.52
H  2.0308  3.1180  -0.9641  0.21
C  3.5956  -0.7171  1.4421  -1.49
C  2.7472  -1.1379  0.2393  2.14
C  3.3793  -2.3137  -0.4944  -1.68
O  1.3861  -1.4457  0.6537  -0.36
C  2.5932  0.1184  -0.6553  -1.00
O  3.2802  0.3080  -1.6307  -0.62
O  1.6776  0.9306  -0.2142  0.20
H  3.6478  -1.5245  2.1696  0.46
H  3.1833  0.1711  1.9170  0.17
H  4.6017  -0.4904  1.0995  0.44
H  3.8678  -2.9813  0.2116  0.52
H  4.1237  -1.9372  -1.1913  0.34
H  2.6309  -2.8760  -1.0508  0.43
H  1.3723  -2.3584  1.0064  0.31

Cartesian forces, eV/Å:
Hf -1.524 1.491 0.996
N -0.245 -0.178 -0.056
C 0.069 -0.370 -0.126
C -0.868 -1.464 1.425
O -0.207 0.036 0.062
O -1.044 -1.872 -0.629
H 0.276 0.070 -0.285
H 0.127 0.078 0.185
H 0.139 0.059 0.032
H -0.064 0.076 -0.083
O -0.348 0.328 -0.558
S -1.052 0.469 -1.726
C 0.111 0.086 0.184
C 0.176 0.196 0.227
C -0.123 0.174 0.148
C 0.279 0.176 0.220
S -0.650 -0.925 -1.401
O 0.049 -0.062 -0.184
C 0.110 0.062 0.257
C 0.046 0.130 -0.009
C -0.008 0.122 0.051
C -0.048 -0.008 -0.011
C 0.094 0.026 -0.038
C -0.115 0.283 0.190
C 0.054 -0.166 0.294
C 0.132 -0.161 0.098
C -0.023 -0.005 0.043
C 0.002 -0.025 -0.060
C 0.027 -0.096 0.019
C 0.187 -0.076 0.120
H -0.136 -0.053 0.144
H -0.136 -0.166 0.059
H 0.015 -0.063 -0.140
H -0.095 -0.025 0.045
H 0.041 0.104 -0.284
H 0.089 -0.005 0.046
H 0.061 -0.044 -0.049
H 0.061 -0.124 0.062
H 0.205 0.000 -0.112
H 0.067 -0.009 -0.073
H -0.004 -0.085 -0.019
H -0.046 -0.014 0.052
H 0.015 0.015 0.057
H -0.160 -0.122 0.004
H -0.134 -0.004 -0.038
H -0.050 0.070 -0.064
H 0.047 0.107 -0.008
H 0.079 0.105 -0.028
Cl -0.039 -0.303 0.822
C 0.198 0.860 -0.208
C -0.119 -0.260 0.037
C -0.061 -0.035 -0.117
C -0.001 0.014 -0.004
C -0.064 -0.196 0.036
C -0.041 -0.312 -0.122
P 0.029 1.652 0.878
C 0.061 -0.521 -0.223
C 0.172 -0.076 -0.052
C -0.037 0.084 0.013
C 0.030 -0.014 0.011
C -0.060 -0.030 -0.036
C 0.100 -0.096 0.057
C 0.000 -0.390 -0.190
C 0.007 -0.122 0.121
C -0.002 0.049 -0.089
C 0.009 -0.016 0.019
C 0.036 -0.030 -0.050
C -0.051 -0.068 0.000
H 0.007 -0.110 0.086
H 0.077 -0.009 0.094
H 0.064 0.128 0.015
H -0.034 0.056 -0.060
H 0.031 0.004 0.064
H -0.013 0.047 0.070
H -0.125 0.045 0.053
H -0.113 -0.036 -0.060
H -0.074 0.080 -0.042
H -0.056 0.018 0.032
H -0.077 0.092 -0.008
H 0.020 0.093 -0.064
H 0.127 0.022 -0.052
H 0.100 0.031 -0.056
C -0.279 0.016 -0.150
C 0.820 0.384 -0.072
C -0.189 0.187 0.139
O 0.512 -0.385 0.009
C 2.248 -0.889 -0.376
O -0.037 0.358 0.550
O 1.770 1.403 0.019
H 0.005 -0.073 0.048
H 0.003 0.020 0.056
H 0.120 -0.011 -0.013
H -0.015 -0.102 0.038
H 0.076 -0.013 0.017
H -0.013 -0.107 0.002
H -0.599 0.421 -0.280

The spin multiplicity is 1. As for the net charge: +2. The calculation puts the electronic energy at -102780.888 eV. The value obtained for the HOMO energy is -13.746 eV. The calculation puts the orbital gap at 0.3274 Ha.

---

Sequential relative energy (zero: lowest compared OMol25 entry of this formula, charge and spin) output: 0.637; 1.343 eV
Sequential molecular weight output: 71.08; 958.83 g mol⁻¹